[1]
{
  "formula": "C30H56BF3I2O9",
  "method": "ωB97M-V with the def2-TZVPD basis set",
  "total_charge": -2,
  "orbital_gap_ev": 3.91,
  "e_lumo_ev": 3.7,
  "e_homo_ev": -0.207,
  "total_energy_ev": -75475.64987,
  "symbols": ["C", "C", "C", "O", "C", "C", "C", "I", "C", "C", "I", "O", "B", "C", "O", "C", "C", "O", "C", "C", "O", "C", "C", "C", "O", "O", "O", "C", "O", "C", "F", "F", "F", "H", "H", "H", "H", "H", "H", "H", "H", "H", "H", "H", "H", "H", "H", "H", "H", "H", "H", "H", "H", "H", "H", "H", "H", "H", "H", "H", "H", "C", "C", "C", "C", "C", "C", "H", "H", "H", "H", "H", "H", "H", "H", "H", "H", "H", "H", "H", "H", "C", "C", "C", "C", "C", "C", "H", "H", "H", "H", "H", "H", "H", "H", "H", "H", "H", "H", "H", "H"],
  "xyz": [[3.63215, -2.74692, 5.01627], [2.41719, -3.59105, 5.48721], [1.38686, -3.58553, 4.34510], [0.90796, -2.26677, 4.21263], [0.07143, -2.09834, 3.05131], [0.54367, -0.96016, 2.11412], [1.40525, 0.15962, 2.73251], [3.34286, 0.65996, 1.93401], [0.93424, 0.83380, 3.76184], [-0.39287, 0.56488, 4.42561], [2.06127, 2.43467, 4.66872], [-0.63253, -0.29154, 1.70946], [-0.38979, 0.26118, 0.32263], [-0.33074, 1.92612, 0.51716], [0.87917, 2.47242, -0.06524], [1.14565, 3.76291, 0.43008], [1.09804, 4.75034, -0.75143], [2.27322, 4.51187, -1.53834], [1.95215, 4.54337, -2.92020], [3.19122, 4.09859, -3.71262], [3.39408, 4.97802, -4.82915], [4.75296, 5.16678, -5.15487], [4.99733, 4.83467, -6.64060], [-1.63969, 0.08708, -0.73420], [-2.82876, -0.05832, -0.34912], [-1.32473, 0.15981, -1.95009], [0.89700, -0.38212, -0.07239], [0.96383, -1.51609, 0.68905], [-0.06107, -2.37745, 0.19933], [2.27983, -2.37432, 0.56728], [3.02970, -2.40804, 1.67012], [3.00247, -1.93595, -0.46852], [2.03424, -3.65969, 0.26948], [4.33436, -2.68232, 5.85854], [3.30133, -1.72783, 4.79098], [4.08608, -3.17338, 4.11689], [2.73561, -4.60317, 5.75996], [1.94187, -3.06897, 6.32900], [1.93118, -3.84946, 3.42027], [0.58401, -4.33489, 4.46420], [-0.93762, -1.85367, 3.40540], [0.00521, -3.06294, 2.53403], [-0.32491, -0.24038, 5.16865], [-0.65584, 1.46573, 4.99945], [-1.20724, 0.39851, 3.71700], [-1.24894, 2.39706, 0.12386], [-0.33799, 2.10274, 1.61310], [2.17235, 3.75768, 0.83420], [0.41332, 4.12437, 1.16590], [1.15349, 5.79849, -0.39789], [0.16540, 4.59378, -1.30677], [1.12967, 3.83511, -3.09919], [1.64529, 5.55616, -3.23508], [3.05414, 3.08540, -4.11586], [4.03159, 4.09971, -3.00579], [5.03255, 6.21869, -4.98133], [5.42547, 4.51173, -4.58379], [4.31553, 5.42549, -7.26287], [4.84197, 3.76923, -6.83839], [6.03361, 5.08712, -6.90611], [0.06154, -2.38086, -0.76228], [-0.62064, -3.45592, -6.99212], [-0.80145, -2.11753, -6.28113], [0.39885, -1.18590, -6.43598], [1.70467, -1.71032, -5.83551], [1.63828, -2.04432, -4.34540], [1.32013, -0.83476, -3.46999], [0.22441, -4.01657, -6.58822], [-1.51313, -4.07460, -6.87282], [-0.45334, -3.30880, -8.06342], [-1.01627, -2.28809, -5.22434], [-1.68237, -1.61836, -6.69516], [0.15272, -0.22093, -5.98627], [0.56178, -0.98858, -7.50358], [2.48617, -0.95896, -5.99745], [2.03051, -2.60154, -6.38631], [2.60652, -2.45670, -4.03913], [0.90031, -2.83230, -4.16306], [2.07666, -0.05407, -3.59821], [1.30427, -1.11387, -2.41848], [0.34417, -0.40829, -3.70022], [-3.87700, -0.27318, 2.21210], [-4.30965, 0.29881, 3.56445], [-4.53561, -0.77050, 4.63592], [-5.65189, -1.76777, 4.32271], [-7.02509, -1.14605, 4.07745], [-7.57429, -0.39970, 5.28966], [-4.64014, -0.93184, 1.79034], [-3.70244, 0.52024, 1.49389], [-2.95025, -0.83928, 2.30621], [-5.21354, 0.90617, 3.43542], [-3.53047, 0.98101, 3.92012], [-4.74411, -0.27751, 5.59409], [-3.60428, -1.32805, 4.78241], [-5.72771, -2.47843, 5.15599], [-5.37379, -2.36245, 3.44896], [-7.72673, -1.94402, 3.81230], [-6.98940, -0.47344, 3.21734], [-7.66552, -1.06886, 6.14964], [-8.56524, 0.00678, 5.07209], [-6.93173, 0.43551, 5.57244]],
  "forces_ev_per_angstrom": [[-0.4882, -0.1018, 0.8627], [-0.1321, 0.9459, -0.9252], [0.8338, -0.3118, -0.1619], [-0.2426, -0.3380, -0.1574], [0.2465, 0.0293, 0.9298], [-1.7440, -0.3235, -0.9899], [1.4124, -0.7075, -0.3375], [-0.6863, -0.1680, 0.0571], [0.0203, 0.2649, 0.5261], [-0.1447, 1.0707, 0.9132], [-0.5680, -0.4205, -0.0536], [0.2359, -0.8350, 0.0814], [-1.6286, 1.6003, -0.2864], [0.5738, -0.9707, 0.1576], [-0.6849, 0.6330, 0.9444], [0.1763, 0.4266, -1.2504], [0.8491, -0.1154, 1.0199], [-0.7338, 0.1875, -0.6492], [0.2182, -0.5179, -0.0563], [-0.6105, 0.0619, 0.0211], [0.5426, -0.0658, 0.5284], [0.3149, -0.1989, -1.0470], [-0.0358, 0.2917, 0.3050], [0.2200, -0.9838, 0.1152], [-0.3748, 0.1482, 0.3620], [0.5565, 0.1413, -0.9610], [1.5874, -0.3568, -0.0275], [-0.7292, 0.5701, -0.3747], [0.2326, -0.7253, 0.9028], [-0.6159, 0.7601, -0.9472], [0.3354, 0.0384, 0.3998], [0.6841, 0.2865, 0.0318], [-0.1752, -0.5532, 0.2474], [0.2219, -0.0307, -0.4207], [0.0552, -0.1936, -0.0872], [0.0961, 0.0384, 0.2337], [-0.2324, 0.1072, 0.0074], [0.1807, -0.3853, 0.1018], [-0.2129, -0.1422, 0.1176], [-0.0171, 0.3142, 0.2067], [0.2073, 0.0454, -0.2112], [0.0459, 0.3578, -0.2679], [0.0873, -0.0265, -0.3299], [-0.0762, -0.2297, -0.1150], [0.4126, -0.1946, -0.1143], [0.3784, 0.0939, -0.2093], [0.2004, 0.2044, -0.2646], [-0.2785, 0.2372, 0.1709], [0.1798, -0.3681, 0.1497], [-0.1995, -0.2071, -0.0588], [0.2337, -0.0587, -0.0592], [0.0347, 0.2592, -0.0327], [0.1208, -0.1993, -0.0249], [0.0815, 0.1018, 0.2727], [-0.0272, 0.1218, -0.2789], [-0.0288, -0.2185, 0.1325], [-0.2715, 0.2314, 0.2391], [0.1363, -0.1680, 0.0228], [-0.0769, 0.1784, 0.0464], [-0.2035, -0.0302, -0.0038], [-0.3234, 0.3359, 0.1613], [-0.1015, 0.0025, 0.0759], [0.0323, -0.0321, -0.1142], [0.0089, 0.1053, 0.0097], [0.0246, -0.2018, -0.0403], [0.1693, 0.2557, 0.0720], [-0.0305, -0.2311, -0.1990], [0.0034, 0.0080, -0.0200], [0.0281, -0.0299, -0.0355], [0.0434, -0.0248, 0.0067], [0.0163, 0.0815, 0.0047], [-0.0086, 0.0059, 0.0644], [0.0170, -0.0418, 0.0517], [-0.0262, -0.0272, -0.0127], [-0.0174, 0.0111, 0.0430], [-0.0240, 0.0256, -0.0565], [-0.0253, -0.0741, -0.0490], [-0.0064, -0.0087, -0.0526], [0.0219, -0.0140, 0.0163], [-0.0691, 0.2410, 0.0196], [-0.0309, 0.0174, 0.2434], [-0.3975, 0.2261, 0.6741], [0.1034, -0.3174, -0.1270], [-0.0664, 0.2411, 0.1132], [0.0739, -0.1116, -0.0301], [-0.0326, -0.0657, 0.1067], [-0.0854, 0.0529, -0.1243], [0.0133, 0.0248, -0.0585], [0.1537, -0.1817, -0.1538], [0.0277, 0.0685, -0.1585], [-0.0186, 0.0138, 0.0941], [-0.0539, 0.0314, 0.0293], [-0.0144, -0.0792, 0.0375], [0.0050, 0.0105, -0.0475], [-0.0539, 0.0125, 0.0027], [0.0317, 0.0657, -0.0144], [0.0080, 0.0143, -0.0326], [0.0715, -0.0176, 0.0022], [0.0326, 0.0277, 0.0224], [-0.0043, 0.0062, 0.0616], [0.0109, -0.0277, 0.0110]],
  "mulliken_charge": [-0.809, -0.679, -0.300, -0.171, -1.739, 2.474, -1.244, -0.037, 0.215, -0.648, -0.089, 0.312, 1.598, -0.926, 0.158, -0.651, -0.819, -0.346, -0.305, -0.323, -0.318, -0.244, -1.127, 0.044, -0.654, -0.774, -0.501, -1.415, -0.530, 0.457, -0.166, -0.264, -0.294, 0.390, 0.073, 0.214, 0.367, 0.278, 0.228, 0.332, -0.046, 0.798, 0.156, 0.697, -0.254, 0.300, 0.156, 0.251, 0.382, 0.293, 0.423, 0.270, 0.267, 0.152, 0.330, 0.272, 0.307, 0.276, 0.282, 0.368, 0.459, -1.220, -0.316, -0.769, -0.849, -0.455, -0.149, 0.281, 0.389, 0.279, 0.243, 0.389, 0.334, 0.427, 0.358, 0.322, 0.367, 0.302, 0.172, -0.354, 0.303, -0.890, -0.531, -0.594, -0.854, -0.430, -1.213, 0.498, 0.348, -0.050, 0.557, 0.288, 0.383, 0.138, 0.432, 0.338, 0.405, 0.261, 0.282, 0.384, 0.286]
}

***

[2]
{
  "formula": "C4H2N2S",
  "method": "ωB97M-V with the def2-TZVPD basis set",
  "orbital_gap_ev": 8.09,
  "e_lumo_ev": -2.1,
  "e_homo_ev": -10.216,
  "total_energy_ev": -17993.60395,
  "smiles": "N#CCC(=S)C#N",
  "symbols": ["N", "C", "C", "C", "S", "C", "N", "H", "H"],
  "xyz": [[-2.46695, 0.18225, 0.02301], [-1.42704, -0.19713, 0.25524], [-0.07871, -0.53295, 0.66981], [0.89781, 0.48022, -0.04899], [1.78804, 1.45741, 0.83551], [0.77693, 0.37110, -1.41746], [0.58224, 0.23286, -2.54855], [-0.20838, -0.38995, 1.80494], [0.13606, -1.60381, 0.42648]],
  "forces_ev_per_angstrom": [[-2.0372, 0.6080, -0.5467], [1.3209, -0.5928, 0.0514], [-0.2788, -0.0438, 0.9844], [-1.0102, -1.3967, 3.4361], [0.5499, 0.5422, -0.1973], [-0.0407, 0.0779, -3.0658], [0.2282, 0.0793, 0.7368], [1.2357, -0.1956, -1.5846], [0.0321, 0.9216, 0.1858]],
  "mulliken_charge": [-0.353, 0.167, -0.295, 0.080, -0.187, 0.342, -0.308, 0.274, 0.280]
}

***

[3]
{
  "formula": "C3Li2O6",
  "method": "ωB97M-V with the def2-TZVPD basis set",
  "total_charge": -1,
  "s2": 0.7535,
  "orbital_gap_ev": [3.39, 3.04],
  "e_lumo_ev": [0.6, 0.3],
  "e_homo_ev": [-2.775, -2.744],
  "total_energy_ev": -15807.52018,
  "spin_multiplicity": 2,
  "symbols": ["O", "C", "O", "C", "O", "O", "Li", "C", "O", "O", "Li"],
  "xyz": [[0.36689, 1.88979, 0.42254], [1.38854, 1.61470, -0.22481], [1.45143, 0.16657, -0.24670], [2.62580, -0.56004, -0.52049], [3.67024, 0.06893, -0.72811], [2.45358, -1.78784, -0.43432], [-0.38950, 0.05516, 0.44267], [-3.27214, 0.24598, 0.24631], [-4.42253, -0.11808, 0.02470], [-2.22620, -0.44617, 0.17337], [-3.48236, -1.86426, -0.57278]],
  "forces_ev_per_angstrom": [[-0.7888, -0.0740, 0.1824], [0.3234, 0.2218, -0.0920], [-1.0539, 0.0067, 0.2527], [1.6617, -0.2150, 0.0863], [-0.4577, 0.0548, -0.1198], [-0.6152, -0.4549, -0.1056], [0.8630, 0.5495, -0.2505], [0.1664, -0.3322, 0.0648], [-0.1476, -0.3186, -0.2450], [-0.1595, -0.2819, -0.1208], [0.2082, 0.8438, 0.3475]],
  "mulliken_spin": [0.000, 0.003, 0.003, 0.000, 0.001, 0.001, -0.009, 0.790, 0.107, 0.060, 0.042]
}

***

[4]
{
  "formula": "C3H8O2S",
  "method": "ωB97M-V with the def2-TZVPD basis set",
  "orbital_gap_ev": 9.95,
  "e_lumo_ev": 0.6,
  "e_homo_ev": -9.350,
  "total_energy_ev": -18170.48843,
  "smiles": "O=CO.CCS",
  "symbols": ["O", "C", "O", "H", "H", "C", "C", "S", "H", "H", "H", "H", "H", "H"],
  "xyz": [[-0.93580, 2.18850, 0.02900], [-1.00815, 2.32731, -1.17064], [-0.32332, 1.61520, -2.04485], [-1.60820, 3.18991, -1.46080], [0.37114, 1.02965, -1.63322], [-0.38098, -1.87745, 0.42550], [0.41132, -0.73121, 1.01585], [1.62294, 0.08893, -0.08568], [-1.19470, -1.49865, -0.20431], [0.30229, -2.55060, -0.09293], [-0.68637, -2.48499, 1.29137], [0.89611, -1.10647, 1.92280], [-0.16419, 0.10745, 1.37577], [2.69793, -0.29758, 0.63213]],
  "forces_ev_per_angstrom": [[0.0198, -0.5578, -0.1107], [0.6144, 0.3980, 2.3691], [0.2225, -0.1523, -0.9608], [-0.0609, -0.3326, -1.4440], [-0.9642, 0.7682, -0.0410], [0.3947, -0.0211, 0.4747], [0.3392, 0.3389, 0.6691], [0.4971, -0.6800, 0.7752], [0.1093, -0.5673, 0.1493], [-0.1600, 0.1788, -0.4797], [-0.7282, 0.2810, -0.4320], [0.4827, 0.1983, -0.3690], [-0.7230, -0.0021, -0.0735], [-0.0432, 0.1500, -0.5267]],
  "mulliken_charge": [-0.454, 0.215, -0.378, 0.361, 0.189, -0.894, -0.524, -0.238, 0.290, 0.279, 0.293, 0.393, 0.340, 0.128]
}